Entry 1:
This record from the OMol25 dataset describes a 5-piece molecular cluster, C38H39Cl2N2O9 overall. The level of theory is the ωB97M-V functional and the def2-TZVPD basis.

Positions of all 90 atoms, in Å:
C: 4.0478 2.7629 -1.1702
C: 2.9653 2.0626 -2.0274
C: 2.4495 0.7724 -1.3302
C: 2.1020 0.9355 0.1319
C: 2.9078 0.2676 1.1020
C: 4.0711 -0.6395 0.7377
Cl: 5.3939 -0.4824 1.9517
C: 3.5747 -2.1227 0.7377
C: 2.3869 -2.3815 -0.1884
Cl: 3.1802 -2.7243 2.3799
C: 2.6019 0.4501 2.4302
C: 1.4944 1.2636 2.7265
N: 0.7619 1.8685 1.8410
N: 1.0896 1.6635 0.5886
C: 0.2162 2.3449 -0.4244
C: -1.1596 2.7145 0.1491
C: -1.9454 1.3923 0.3827
C: -2.4791 0.8601 -0.9694
O: -1.9257 -0.4455 -1.1877
H: 4.7811 2.0141 -0.8499
H: 4.4969 3.5831 -1.7345
H: 3.5433 3.1933 -0.2920
H: 3.3673 1.8098 -3.0164
H: 2.1125 2.7208 -2.2265
H: 1.5201 0.4765 -1.8436
H: 3.1520 -0.0384 -1.5059
H: 4.5347 -0.4142 -0.2212
H: 4.4106 -2.7322 0.3788
H: 2.0275 -3.4110 -0.0652
H: 2.6649 -2.2960 -1.2494
H: 1.5276 -1.7214 -0.0114
H: 3.1809 -0.0210 3.2158
H: 1.2596 1.3875 3.7825
H: 0.0329 1.7074 -1.2892
H: 0.7210 3.2838 -0.6815
H: -1.1050 3.3668 1.0239
H: -1.7097 3.2712 -0.6228
H: -2.7162 1.4659 1.1536
H: -1.2142 0.6386 0.7127
H: -3.5755 0.8767 -1.0133
H: -2.1078 1.5301 -1.7626
H: -2.1286 -0.6713 -2.1040
C: 2.6483 -6.5873 2.8816
C: 2.5936 -7.2974 4.0047
C: 1.5091 -8.2859 4.2356
O: 1.4572 -8.9320 5.2581
C: 0.4942 -8.4485 3.1657
C: 0.5520 -7.7350 2.0445
C: 1.6328 -6.7513 1.8154
O: 1.6887 -6.0994 0.7884
H: 3.4293 -5.8615 2.6919
H: 3.3262 -7.1914 4.7948
H: -0.2869 -9.1744 3.3502
H: -0.1791 -7.8401 1.2539
C: -1.3606 6.2562 -2.8373
C: -1.4721 7.5744 -2.9752
C: -2.7597 8.2687 -2.7135
O: -2.8615 9.4678 -2.8404
C: -3.9119 7.4347 -2.2921
C: -3.7982 6.1163 -2.1545
C: -2.5143 5.4274 -2.4158
O: -2.4092 4.2196 -2.2879
H: -0.4317 5.7313 -3.0245
H: -0.6417 8.1980 -3.2814
H: -4.8422 7.9556 -2.1052
H: -4.6287 5.4956 -1.8486
C: 3.6319 -10.4833 -0.9088
C: 4.3967 -10.1544 -1.9468
C: 3.9802 -9.1023 -2.9068
O: 4.6749 -8.8022 -3.8533
C: 2.6797 -8.4310 -2.6638
C: 1.9154 -8.7598 -1.6263
C: 2.3322 -9.8115 -0.6669
O: 1.6361 -10.1093 0.2818
H: 3.9176 -11.2481 -0.1979
H: 5.3485 -10.6327 -2.1397
H: 2.3936 -7.6660 -3.3743
H: 0.9640 -8.2808 -1.4332
C: -6.0716 8.1647 2.2855
C: -5.7470 7.4982 1.1811
C: -6.7843 6.8611 0.3348
O: -6.4871 6.2503 -0.6737
C: -8.1962 6.9951 0.7628
C: -8.5231 7.6614 1.8672
C: -7.4865 8.2999 2.7161
O: -7.7809 8.9078 3.7201
H: -5.3296 8.6363 2.9172
H: -4.7213 7.3896 0.8507
H: -8.9373 6.5234 0.1302
H: -9.5486 7.7695 2.1965

Force components x, y, z for each atom (eV/Å):
C -1.088 -0.166 -0.336
C 0.232 0.083 0.294
C -1.198 0.699 -0.850
C 1.673 -1.312 0.689
C 0.369 0.423 0.105
C -0.396 -0.684 0.806
Cl -0.095 0.170 -0.474
C 0.187 -0.187 -0.770
C -0.300 -0.191 -0.317
Cl -0.024 0.225 -0.163
C -0.504 0.189 -0.616
C 0.812 -0.543 1.232
N -0.042 -0.100 0.199
N -0.449 0.215 -1.923
C -1.021 1.517 0.788
C -0.613 -0.614 -0.011
C 0.496 -0.090 -0.347
C 0.471 0.449 0.206
O -0.248 0.257 -0.186
H 0.128 0.420 -0.032
H 0.192 -0.225 0.204
H 0.422 -0.057 -0.031
H -0.081 -0.199 0.285
H 0.296 0.024 0.087
H 0.290 -0.139 0.075
H -0.104 0.110 0.386
H -0.192 -0.024 0.129
H -0.077 0.098 0.301
H 0.183 0.215 0.127
H 0.120 0.124 0.294
H 0.213 -0.112 0.125
H -0.114 0.149 -0.091
H -0.353 0.312 -0.349
H 0.502 -0.038 0.141
H 0.111 -0.407 -0.250
H 0.174 -0.293 -0.042
H 0.502 -0.065 0.239
H 0.090 0.107 -0.202
H -0.437 0.016 0.191
H 0.190 -0.214 0.047
H -0.293 -0.117 0.085
H 0.004 -0.215 0.167
C 0.083 0.033 0.041
C 0.042 0.062 -0.042
C -0.043 -0.096 0.044
O 0.018 0.039 -0.008
C -0.043 0.067 -0.064
C -0.076 -0.027 0.062
C -0.018 0.006 -0.081
O 0.019 0.028 0.018
H -0.009 0.001 -0.030
H -0.021 -0.040 0.021
H 0.031 -0.022 0.026
H 0.029 -0.009 -0.020
C 0.047 0.001 0.011
C 0.097 -0.069 -0.009
C -0.086 0.083 -0.018
O 0.046 -0.023 0.015
C 0.002 -0.039 0.025
C 0.047 -0.116 -0.031
C -0.089 0.078 -0.082
O 0.043 0.122 -0.131
H -0.015 -0.019 -0.018
H -0.033 0.038 -0.003
H -0.003 -0.004 -0.014
H -0.007 0.027 0.015
C 0.082 -0.013 -0.029
C -0.017 -0.048 0.082
C 0.053 0.003 -0.073
O -0.008 0.020 0.029
C -0.079 0.019 0.050
C -0.008 0.047 -0.061
C -0.022 -0.036 0.035
O 0.007 0.055 -0.014
H -0.041 0.004 0.018
H 0.000 0.022 -0.041
H 0.034 -0.016 -0.028
H 0.007 -0.008 0.039
C 0.099 -0.027 -0.056
C 0.023 0.024 0.044
C -0.047 -0.023 -0.020
O -0.051 0.042 0.071
C -0.064 0.008 0.034
C -0.019 -0.055 -0.085
C -0.061 0.051 0.073
O 0.026 -0.019 -0.013
H -0.039 0.022 0.026
H -0.011 -0.015 -0.028
H 0.032 -0.010 -0.026
H 0.016 0.027 0.033

Gap between HOMO and LUMO, eV: 7.588
Charge: +1
HOMO energy, eV: -11.67
E_tot, a.u.: -3178.073978
E_LUMO, Ha: -0.1499


Entry 2:
This record from the OMol25 dataset describes C38H39N2O4P2PtS as an isolated structure. The level of theory is the ωB97M-V functional and the def2-TZVPD basis.

Positions of all 87 atoms, in Å:
Pt: 0.7494 -0.2253 0.0197
O: -1.5078 0.5509 -0.0123
P: -2.1688 0.8885 1.2919
C: -2.7839 -0.6314 2.1154
P: -1.2993 -1.6089 2.6209
O: -0.0741 -1.0240 1.9943
C: -1.6143 -3.2845 2.0252
C: -0.7589 -3.7840 1.0475
C: -0.9949 -5.0353 0.4993
C: -2.0785 -5.7880 0.9267
C: -2.9169 -5.3010 1.9208
C: -2.6887 -4.0510 2.4698
C: -1.1242 -1.5709 4.4132
C: 0.1090 -1.1473 4.9017
C: 0.3433 -1.1395 6.2673
C: -0.6443 -1.5672 7.1428
C: -1.8729 -1.9917 6.6550
C: -2.1181 -1.9925 5.2923
C: -1.1374 1.7018 2.5454
C: 0.1652 2.1005 2.2718
C: 0.9448 2.6676 3.2667
C: 0.4229 2.8465 4.5400
C: -0.8819 2.4684 4.8156
C: -1.6622 1.8992 3.8227
C: -3.6302 1.9265 1.0469
C: -4.5950 1.4893 0.1398
C: -5.7552 2.2222 -0.0428
C: -5.9614 3.3904 0.6791
C: -4.9881 3.8450 1.5559
C: -3.8201 3.1201 1.7374
H: -3.3529 -1.2015 1.3788
H: -3.4262 -0.3900 2.9623
H: 0.0816 -3.1792 0.7280
H: -0.3315 -5.4234 -0.2621
H: -2.2723 -6.7577 0.4881
H: -3.7515 -5.8960 2.2662
H: -3.3519 -3.6773 3.2398
H: 0.8739 -0.8337 4.2030
H: 1.3013 -0.8078 6.6444
H: -0.4544 -1.5786 8.2077
H: -2.6403 -2.3289 7.3386
H: -3.0815 -2.3222 4.9233
H: 0.5759 1.9592 1.2776
H: 1.9607 2.9711 3.0525
H: 1.0337 3.2816 5.3196
H: -1.2961 2.6156 5.8040
H: -2.6874 1.6208 4.0389
H: -4.4248 0.5827 -0.4294
H: -6.5024 1.8840 -0.7480
H: -6.8770 3.9523 0.5526
H: -5.1328 4.7662 2.1038
H: -3.0544 3.4853 2.4075
O: 6.6119 -4.4194 -3.8197
C: 6.8558 -3.6285 -2.7607
O: 7.9799 -3.3933 -2.4248
C: 5.6723 -3.0713 -2.0221
C: 5.9401 -2.0588 -1.1023
C: 4.9366 -1.5547 -0.2990
C: 3.6348 -2.0489 -0.4098
S: 2.4465 -1.5452 0.7849
C: 3.3546 -3.0345 -1.3541
C: 4.3673 -3.5388 -2.1535
H: 5.6735 -4.5026 -4.0127
H: 6.9553 -1.6951 -1.0240
H: 5.1450 -0.7897 0.4364
H: 2.3451 -3.4149 -1.4414
H: 4.1154 -4.3251 -2.8563
C: 1.4512 2.1463 -1.5893
C: 1.7382 2.8720 -2.9356
N: 1.7630 1.9017 -4.0177
C: 2.8232 0.9298 -3.7866
C: 2.5669 0.1834 -2.4463
N: 1.3159 0.6942 -1.8458
C: 0.1906 0.4624 -2.7800
C: 0.4781 1.2245 -4.1055
H: 0.5225 2.5051 -1.1430
H: 2.2645 2.2972 -0.8798
H: 2.6996 3.3851 -2.9036
H: 0.9712 3.6168 -3.1481
H: 3.7775 1.4563 -3.7653
H: 2.8408 0.2330 -4.6247
H: 3.3796 0.3425 -1.7382
H: 2.4569 -0.8882 -2.6073
H: -0.7287 0.8090 -2.3078
H: 0.1025 -0.6104 -2.9486
H: -0.2949 1.9672 -4.3036
H: 0.5039 0.5385 -4.9523

Force components x, y, z for each atom (eV/Å):
Pt -1.169 -0.611 0.328
O 1.077 0.062 -0.479
P -0.486 0.491 0.773
C 0.564 0.015 0.020
P -0.885 -0.475 -0.047
O 1.103 0.637 -1.177
C 0.117 0.177 0.125
C 0.045 0.167 0.018
C -0.030 -0.055 -0.014
C 0.056 0.017 -0.005
C -0.071 0.002 0.033
C -0.043 0.056 0.015
C 0.124 0.005 -0.299
C 0.020 0.020 -0.067
C -0.005 -0.012 0.041
C 0.061 0.017 -0.041
C -0.095 -0.022 0.030
C -0.064 0.047 -0.056
C -0.241 -0.069 -0.172
C -0.039 0.087 -0.124
C 0.015 0.033 0.037
C 0.050 -0.018 -0.009
C -0.114 -0.014 0.065
C 0.008 -0.075 -0.037
C 0.255 -0.166 0.014
C 0.026 -0.051 0.001
C -0.053 -0.048 -0.055
C 0.068 0.025 0.027
C -0.008 0.034 0.019
C 0.040 -0.033 -0.019
H -0.031 0.024 0.003
H -0.008 0.022 0.005
H 0.034 -0.091 -0.033
H 0.003 0.002 -0.007
H 0.022 -0.019 0.017
H -0.009 0.001 -0.006
H -0.040 -0.034 -0.017
H 0.020 0.026 0.029
H 0.004 -0.010 0.012
H -0.013 0.018 0.010
H -0.008 0.008 0.003
H -0.019 0.011 0.037
H 0.013 0.012 0.056
H 0.003 -0.017 -0.027
H 0.006 0.018 -0.004
H 0.008 -0.002 0.009
H 0.021 -0.039 0.075
H -0.062 -0.010 -0.011
H -0.002 -0.020 0.004
H 0.002 0.002 -0.033
H -0.021 0.014 -0.015
H -0.054 0.042 0.024
O 0.168 -0.145 -0.168
C -0.100 0.087 0.083
O -0.002 -0.019 -0.099
C -0.043 0.146 0.136
C 0.101 -0.077 -0.063
C -0.165 -0.073 -0.117
C 0.196 0.025 0.035
S -0.176 0.514 -0.361
C 0.039 0.074 0.046
C 0.034 -0.018 -0.116
H -0.074 0.075 0.059
H 0.022 -0.038 0.046
H 0.032 0.016 0.006
H -0.004 -0.041 0.029
H 0.013 -0.040 0.030
C 0.054 0.508 -0.099
C -0.023 -0.153 0.034
N 0.067 0.197 -0.368
C -0.197 0.039 0.153
C 0.324 -0.017 -0.333
N -0.191 -0.927 1.716
C -0.327 0.029 -0.415
C 0.095 -0.004 0.124
H 0.005 -0.112 0.046
H -0.049 -0.115 0.047
H -0.008 -0.012 0.019
H -0.007 -0.013 0.018
H 0.007 -0.039 0.008
H 0.029 -0.013 0.022
H -0.106 -0.048 0.049
H -0.032 0.058 0.125
H 0.079 -0.035 0.087
H 0.057 -0.003 0.099
H -0.003 -0.011 0.018
H -0.014 -0.014 0.023

Gap between HOMO and LUMO, eV: 7.292
Charge: +1
HOMO energy, eV: -10.49
E_tot, a.u.: -3082.033044
E_LUMO, Ha: -0.1174